(1)
15
Properties=species:S:1:pos:R:3 method="wB97M-V/def2-TZVPD" homo_energy_ev=-9.930 fmax_ev_per_a=1.102 charge=0 energy_ha=-304.7764
C 0.673 -1.769 -0.072
C 0.629 -0.262 -0.029
C -0.329 0.517 -0.872
C -1.112 -0.196 -1.864
N -1.602 -0.793 -2.726
N -0.560 0.321 0.551
C -0.357 1.492 1.394
H -0.349 -2.160 -0.030
H 1.158 -2.135 -0.982
H 1.221 -2.151 0.795
H 1.576 0.256 0.145
H -0.028 1.513 -1.196
H 0.342 2.225 0.956
H 0.054 1.156 2.352
H -1.316 1.985 1.579

***

(2)
33
Properties=species:S:1:pos:R:3 method="wB97M-V/def2-TZVPD" homo_energy_ev=-8.576 fmax_ev_per_a=6.217 charge=0 energy_ha=-802.0535
C -0.827 -2.100 -2.242
N 0.198 -1.361 -1.421
C -0.048 -0.086 -1.096
O -0.831 0.630 -1.656
C 0.715 0.547 0.058
C 0.706 2.136 0.117
C 0.133 0.099 1.344
C 0.945 -0.152 2.524
C 0.377 -0.616 3.820
C -1.166 -0.641 3.949
C -1.841 0.149 2.908
C -1.368 -0.142 1.488
C 2.153 -0.018 -0.114
O 3.134 0.600 0.012
N 2.374 -1.313 -0.347
C 1.408 -1.968 -0.991
O 1.678 -3.195 -1.310
H -1.593 -1.464 -2.724
H -1.256 -2.864 -1.591
H -0.245 -2.521 -3.079
H -0.315 2.518 0.308
H 1.017 2.451 -0.868
H 1.448 2.442 0.912
H 2.003 -0.061 2.595
H 0.855 -1.598 4.029
H 0.639 0.060 4.570
H -1.480 -0.486 5.019
H -1.494 -1.660 3.680
H -1.723 1.173 3.163
H -2.980 -0.043 2.964
H -1.923 0.533 0.794
H -1.654 -1.094 1.167
H 2.538 -3.300 -0.887

***

(3)
11
Properties=species:S:1:pos:R:3 method="wB97M-V/def2-TZVPD" homo_energy_ev="-8.488 / -8.131" fmax_ev_per_a=3.617 charge=0 spin_multiplicity=2 energy_ha=-1945.6019
O 2.236 -0.065 -0.117
C 1.075 -0.588 0.302
H 1.099 -1.049 1.304
C -0.040 -0.716 -0.568
C -1.328 -0.366 0.132
C -0.410 0.792 0.469
O -0.416 1.894 -0.242
Cu 1.484 1.681 -0.099
H 0.076 -0.447 -1.621
H -1.614 -0.987 0.992
H -2.161 -0.150 -0.550

***

(4)
31
Properties=species:S:1:pos:R:3 method="wB97M-V/def2-TZVPD" homo_energy_ev=-13.472 fmax_ev_per_a=5.576 charge=+1 energy_ha=-633.9258
C -3.876 0.709 0.139
C -3.303 0.290 -1.194
C -3.188 -0.211 1.103
C -1.850 -0.237 -0.901
C 1.955 0.298 -0.033
C -0.959 -1.404 0.974
C 3.050 1.292 0.237
C 3.875 -1.344 -0.685
C 2.394 -0.979 -0.779
N -1.798 -0.284 0.606
O -0.608 -2.294 0.239
O 0.786 0.399 0.384
O -0.897 -1.308 2.349
H -3.522 1.748 0.381
H -4.937 0.769 0.141
H -3.943 -0.414 -1.623
H -3.155 1.139 -1.761
H -3.268 0.101 2.076
H -3.626 -1.283 0.963
H -1.820 -1.376 -1.321
H -1.035 0.289 -1.277
H 3.896 0.764 0.559
H 2.840 1.983 0.955
H 3.179 1.851 -0.683
H 4.122 -1.324 0.383
H 4.307 -0.617 -1.299
H 4.146 -2.237 -1.138
H 1.758 -1.756 -0.410
H 2.017 -1.099 -1.815
H -1.209 0.549 0.841
H -0.303 -2.006 2.820

***

(5)
16
Properties=species:S:1:pos:R:3 method="wB97M-V/def2-TZVPD" homo_energy_ev=-8.161 fmax_ev_per_a=1.198 charge=0 energy_ha=-267.8916
N 1.353 -0.623 2.338
C 0.495 -0.668 1.244
C 0.787 -0.399 -0.019
C -0.145 -0.618 -1.206
C -1.361 0.317 -1.158
N -1.030 1.754 -1.144
H 0.898 -0.420 3.215
H 2.228 -0.139 2.189
H -0.513 -0.982 1.505
H 1.782 -0.031 -0.273
H -0.512 -1.643 -1.198
H 0.421 -0.351 -2.095
H -1.927 0.122 -0.247
H -2.019 0.164 -2.011
H -0.443 1.933 -1.958
H -0.386 1.892 -0.366

***

(6)
12
Properties=species:S:1:pos:R:3 method="wB97M-V/def2-TZVPD" homo_energy_ev=-8.929 fmax_ev_per_a=3.430 charge=0 energy_ha=-592.2048
C 2.337 2.141 0.212
C 1.307 1.544 -0.009
C 0.142 0.946 -0.543
C -0.336 -0.078 0.387
C 0.128 -1.472 0.366
S -1.574 -1.235 -0.194
H 3.369 2.577 0.385
H -0.640 1.658 -0.678
H 0.396 0.519 -1.500
H -0.534 0.274 1.432
H 0.839 -1.817 -0.381
H 0.283 -1.942 1.365